The following is a quantum chemistry calculation of a structure of composition C2H4AlO2, from OMol25.

Positions of all 9 atoms, in Å:
1 H 1.6244 1.5922 0.7900
2 C -0.6516 0.2852 -0.5042
3 C 0.0370 -0.8645 -0.3478
4 O 1.3362 -0.9777 -0.1653
5 H -0.1706 1.1922 -0.8880
6 H -0.5658 -1.7706 -0.1537
7 Al 2.3773 0.1706 0.3602
8 O -1.9415 0.4454 0.0535
9 H -2.0454 -0.0727 0.8553

Values from the calculation:
Lowest unoccupied orbital energy (alpha / beta): 0.0 / -1.2 eV
Expectation value of S²: 0.753
Spin multiplicity: 2
Molecular weight: 87.03 g/mol
Highest occupied orbital energy (alpha / beta): -7.70 / -8.30 eV

***

The following is a quantum chemistry calculation of a structure of composition C35H29N9O2RbSe2, from OMol25.

Positions of all 78 atoms, in Å:
1 Rb -2.3126 0.0454 -0.3967
2 O -1.3080 -2.2939 -1.2643
3 C -0.5332 -2.6682 -2.1885
4 C 0.3278 -3.8034 -2.0375
5 C 1.1461 -4.2877 -3.0145
6 C 1.2833 -3.5756 -4.1861
7 C 0.4749 -2.4775 -4.4005
8 C -0.4347 -1.9869 -3.4589
9 C -1.2658 -0.8306 -3.8728
10 N -2.0373 -0.0885 -3.1976
11 N -2.4672 1.0762 -3.9466
12 C -3.4191 1.7484 -3.3536
13 O -3.9401 1.5729 -2.1948
14 C -3.8693 3.0426 -4.0731
15 C -4.6828 3.8974 -3.3872
16 C -5.1210 5.0449 -4.0180
17 C -4.6711 5.3620 -5.2810
18 C -3.8739 4.4468 -6.0146
19 C -3.4382 3.2978 -5.3762
20 H 0.1386 -4.4702 -1.1885
21 H 1.6684 -5.2252 -2.8977
22 H 1.8558 -4.0798 -4.9811
23 H 0.6774 -1.9767 -5.3277
24 H -1.0681 -0.5629 -4.9428
25 H -4.9067 3.7097 -2.3324
26 H -5.7771 5.7869 -3.5124
27 H -5.1175 6.2632 -5.7159
28 H -3.5166 4.7706 -7.0052
29 H -2.8867 2.4861 -5.8658
30 Se -0.9422 2.8928 3.4520
31 Se -2.6079 3.4643 1.9894
32 C -1.5858 3.5720 0.3462
33 C -2.2736 4.0193 -0.7772
34 C -1.5980 3.9646 -1.9772
35 C -0.3509 3.3502 -2.0265
36 C 0.2438 2.9159 -0.8389
37 N -0.3569 3.0327 0.3383
38 C -0.8621 0.9213 3.3519
39 C -0.0098 0.4040 4.3337
40 C 0.2102 -0.9669 4.4320
41 C -0.2711 -1.7404 3.3937
42 C -1.1794 -1.1313 2.4664
43 N -1.4747 0.1732 2.4304
44 H -3.2411 4.5088 -0.6325
45 H -2.0068 4.2456 -2.9351
46 H 0.0720 3.2390 -3.0033
47 H 1.2044 2.4855 -0.8362
48 H 0.4195 1.1176 5.0284
49 H 0.8591 -1.3734 5.1674
50 H -0.0746 -2.7926 3.2822
51 H -1.5618 -1.8104 1.7736
52 C 2.4598 1.5521 2.1188
53 C 2.0557 0.3035 1.3641
54 N 0.9960 0.0937 0.6513
55 C 1.0961 -1.1783 0.1851
56 C 2.2706 -1.7326 0.5805
57 N 2.9192 -0.7588 1.2729
58 C 4.0245 -1.0321 2.1737
59 N 3.6179 -1.4519 3.5084
60 N 3.5585 -0.5783 4.5552
61 N 3.3709 -1.2197 5.6395
62 C 3.2351 -2.5581 5.3366
63 C 2.8603 -3.6377 6.1400
64 C 2.6486 -4.8779 5.5114
65 C 3.0377 -5.0657 4.1557
66 C 3.3801 -3.9959 3.3726
67 C 3.3844 -2.7275 3.9592
68 H 1.7501 2.3519 1.8599
69 H 3.4637 1.8991 1.8715
70 H 2.3950 1.5019 3.2079
71 H 0.3848 -1.6215 -0.4718
72 H 2.6990 -2.7008 0.4535
73 H 4.5925 -0.1185 2.2988
74 H 4.6423 -1.8115 1.7213
75 H 2.6869 -3.5462 7.2020
76 H 2.2887 -5.7352 6.0691
77 H 2.9949 -6.0303 3.6003
78 H 3.6495 -4.0392 2.3361

Values from the calculation:
Lowest unoccupied orbital energy: 1.7 eV
Charge: -1
Spin multiplicity: 1
Molecular weight: 851.07 g/mol
Highest occupied orbital energy: -3.70 eV

***

The following is a quantum chemistry calculation of a cluster of 2 separate species, C37H33N2O3 in total, from OMol25.

Positions of all 75 atoms, in Å:
1 O 6.7439 1.4939 2.0703
2 N 6.0510 0.9748 2.9797
3 O 6.4982 0.1261 3.7782
4 C 4.6828 1.3620 3.0499
5 C 3.7723 0.5722 3.7791
6 C 2.4486 0.5601 3.3847
7 C 1.9960 1.3109 2.2591
8 C 0.6796 1.1569 1.6603
9 C -0.2543 0.2082 2.2052
10 N -1.5189 0.5993 2.4559
11 C -1.8712 2.0046 2.6583
12 C -3.3810 2.0180 2.9260
13 C -3.8932 0.5891 2.6918
14 C -2.6565 -0.3137 2.6001
15 C 0.1518 -1.1924 2.4596
16 C 1.1046 -1.8285 1.6375
17 C 1.4326 -3.1675 1.8343
18 C 0.8831 -3.8732 2.9104
19 C 0.0276 -3.2207 3.8074
20 C -0.3059 -1.8824 3.6060
21 C 2.9116 2.2458 1.6962
22 C 4.2244 2.3107 2.1146
23 H 4.1481 -0.0500 4.5881
24 H 1.7639 -0.1057 3.9107
25 H 0.2817 2.0592 1.1829
26 H -1.3072 2.4211 3.5112
27 H -1.6239 2.6122 1.7764
28 H -3.5569 2.3288 3.9592
29 H -3.8793 2.7353 2.2709
30 H -4.5402 0.2562 3.5076
31 H -4.4690 0.5248 1.7633
32 H -2.7194 -1.0280 1.7630
33 H -2.5801 -0.9054 3.5224
34 H 1.5572 -1.2658 0.8200
35 H 2.1187 -3.6586 1.1405
36 H 1.1438 -4.9202 3.0650
37 H -0.3875 -3.7474 4.6702
38 H -0.9075 -1.3574 4.3549
39 H 2.5898 2.8725 0.8615
40 H 4.9429 3.0075 1.6933
41 C -5.6140 0.5735 -5.0825
42 C -4.4185 0.4168 -5.7934
43 C -3.5441 -0.6242 -5.4800
44 C -3.8609 -1.4508 -4.3984
45 O -2.8903 -2.3432 -3.9038
46 C -1.8850 -1.7875 -3.1162
47 C -2.1719 -1.3184 -1.8237
48 C -1.2056 -0.6142 -1.1361
49 C 0.0922 -0.3695 -1.6837
50 C 1.0792 0.3495 -0.9667
51 C 2.3091 0.7436 -1.5777
52 C 3.5481 0.5938 -0.8909
53 C 4.7534 0.9525 -1.4786
54 C 4.7869 1.3982 -2.8067
55 C 3.5848 1.5349 -3.5206
56 C 2.3672 1.2572 -2.9139
57 C 0.3577 -0.9660 -2.9617
58 C -0.6007 -1.6699 -3.6569
59 C -5.0795 -1.3620 -3.7258
60 C -5.9424 -0.3175 -4.0547
61 H -6.2922 1.3933 -5.3306
62 H -4.1601 1.0990 -6.6053
63 H -2.6159 -0.7916 -6.0267
64 H -3.1536 -1.5170 -1.3917
65 H -1.4303 -0.2171 -0.1463
66 H 0.9269 0.5179 0.1158
67 H 3.5400 0.1656 0.1140
68 H 5.6746 0.8835 -0.8951
69 H 5.7385 1.6436 -3.2810
70 H 3.6035 1.8619 -4.5606
71 H 1.4325 1.4095 -3.4600
72 H 1.3458 -0.8643 -3.4094
73 H -0.3913 -2.1157 -4.6284
74 H -5.3047 -2.0846 -2.9411
75 H -6.8815 -0.2143 -3.5072

Values from the calculation:
Lowest unoccupied orbital energy: -5.3 eV
Charge: +1
Spin multiplicity: 1
Molecular weight: 553.68 g/mol
Highest occupied orbital energy: -9.88 eV

***

The following is a quantum chemistry calculation of a cluster of 2 separate species, C5H13NO in total, from OMol25.

Positions of all 20 atoms, in Å:
1 C 2.3668 -0.0066 -3.4195
2 C 1.2393 -0.6285 -2.5578
3 H 2.1039 0.9870 -3.7745
4 H 3.2938 0.0928 -2.8754
5 H 2.5371 -0.5960 -4.3122
6 H 0.5058 0.1790 -2.4353
7 H 1.5299 -0.7815 -1.5366
8 H 0.8228 -1.5194 -2.9831
9 C 0.0567 0.6515 1.4458
10 C 0.1244 0.7128 3.0065
11 C -1.1282 -0.0958 0.9189
12 O -2.0112 -0.6194 1.6176
13 N -1.2991 -0.1997 -0.3743
14 H 0.2179 1.6080 0.9467
15 H 0.9113 0.0577 1.1038
16 H 1.0060 0.1585 3.3173
17 H -0.7481 0.2909 3.4755
18 H -2.0147 -0.8256 -0.7253
19 H -0.8516 0.4568 -1.0038
20 H 0.2471 1.7443 3.3127

Values from the calculation:
Lowest unoccupied orbital energy (alpha / beta): -4.2 / -9.1 eV
Expectation value of S²: 0.755
Charge: +1
Spin multiplicity: 2
Molecular weight: 103.16 g/mol
Highest occupied orbital energy (alpha / beta): -15.02 / -15.01 eV

***

The following is a quantum chemistry calculation of a structure of composition C7H15NO4, from OMol25.

Positions of all 27 atoms, in Å:
1 C 3.0610 0.0587 0.9809
2 C 1.3168 0.2193 -0.4853
3 C 0.4254 -1.1061 -1.0155
4 C -0.9124 -0.7610 -0.5245
5 C -2.6092 -1.0042 1.1533
6 C -1.1706 0.5626 -0.9543
7 C 0.2105 1.3942 -0.8498
8 H 3.3876 1.2212 0.7453
9 H 3.6857 -0.7117 0.0828
10 H 3.0779 -0.1712 2.1695
11 H 2.1002 0.5225 -1.2389
12 H 0.4583 -0.7911 -2.0536
13 H 0.4476 -3.0138 -0.9747
14 H 1.8582 -2.3154 0.4506
15 H -1.5907 -1.4479 -0.8287
16 H -3.1749 -1.8648 0.3528
17 H -2.4205 -1.3415 2.2936
18 H -3.1159 -0.0819 1.0439
19 H -1.4397 0.6601 -2.0824
20 H -1.3593 1.8348 0.3672
21 H 0.2205 2.0875 -1.7633
22 H 0.0871 1.9644 1.1524
23 N 1.0957 -2.3152 -0.7207
24 O 1.6331 0.1714 0.8426
25 O -1.2282 -0.9192 0.9431
26 O -2.0585 1.1952 -0.0877
27 O 0.1760 2.4870 0.2394

Values from the calculation:
Lowest unoccupied orbital energy: 0.5 eV
Spin multiplicity: 1
Molecular weight: 177.20 g/mol
Highest occupied orbital energy: -9.13 eV

***

What did the fourth record say?
The following is a quantum chemistry calculation of a cluster of 2 separate species, C5H13NO in total, from OMol25.

Positions of all 20 atoms, in Å:
1 C 2.3668 -0.0066 -3.4195
2 C 1.2393 -0.6285 -2.5578
3 H 2.1039 0.9870 -3.7745
4 H 3.2938 0.0928 -2.8754
5 H 2.5371 -0.5960 -4.3122
6 H 0.5058 0.1790 -2.4353
7 H 1.5299 -0.7815 -1.5366
8 H 0.8228 -1.5194 -2.9831
9 C 0.0567 0.6515 1.4458
10 C 0.1244 0.7128 3.0065
11 C -1.1282 -0.0958 0.9189
12 O -2.0112 -0.6194 1.6176
13 N -1.2991 -0.1997 -0.3743
14 H 0.2179 1.6080 0.9467
15 H 0.9113 0.0577 1.1038
16 H 1.0060 0.1585 3.3173
17 H -0.7481 0.2909 3.4755
18 H -2.0147 -0.8256 -0.7253
19 H -0.8516 0.4568 -1.0038
20 H 0.2471 1.7443 3.3127

Values from the calculation:
Lowest unoccupied orbital energy (alpha / beta): -4.2 / -9.1 eV
Expectation value of S²: 0.755
Charge: +1
Spin multiplicity: 2
Molecular weight: 103.16 g/mol
Highest occupied orbital energy (alpha / beta): -15.02 / -15.01 eV

***

- What is the formula in the first record?
  C2H4AlO2

***

- Which value of spin multiplicity does entry 4 give?
  2